[1]
The following is a DFT calculation (ωB97M-V with the def2-TZVPD basis set) of 4 unconnected molecules or ions with the total composition C2H9NO in a non-equilibrium geometry.

For the LUMO energy, the calculation gives 1.1 eV. The calculation puts the HOMO energy at -10.072 eV. The orbital gap is 11.17 eV. The value obtained for the energy relative to the best compared isomer or geometry (same formula, charge and spin) is 3.847 eV. The electronic energy comes out at -211.443690 Ha.

Last column: natural (NBO) charge in e.
Element x y z (Å)
N 2.866 -1.514 0.371  -1.10
H 1.928 -1.883 0.464  0.37
H -4.257 2.931 -5.239  0.00
H 3.418 -1.477 1.256  0.36
H 3.506 -2.086 -0.185  0.36
C -0.988 0.465 1.540  -0.11
O -0.741 -0.812 2.160  -0.47
C 0.058 -0.410 1.016  -0.16
H -2.093 0.357 1.209  0.17
H -0.805 1.503 1.814  0.18
H -0.137 -0.642 0.054  0.18
H 0.976 0.047 1.142  0.20
H -3.733 3.521 -5.603  0.00

Forces on the atoms, in the same order (eV/Å):
2.066 0.264 0.555
0.506 -0.425 0.210
1.925 2.171 -1.339
-1.431 0.070 -0.552
-0.969 -0.032 -0.262
-3.732 -0.580 -0.855
1.877 0.905 -0.105
-2.331 1.976 1.924
2.019 0.542 -0.339
0.519 -0.527 1.336
-0.662 -2.288 -2.797
2.139 0.095 0.886
-1.925 -2.171 1.339


[2]
The following is a DFT calculation (ωB97M-V with the def2-TZVPD basis set) of 2 unconnected molecules or ions with the total composition C2H9NO in a non-equilibrium geometry.

For the LUMO energy, the calculation gives 0.8 eV. The calculation puts the HOMO energy at -9.838 eV. The orbital gap is 10.66 eV. The value obtained for the energy relative to the best compared isomer or geometry (same formula, charge and spin) is 0.896 eV. The electronic energy comes out at -211.552136 Ha. Its SMILES is CCO.N.

Last column: natural (NBO) charge in e.
Element x y z (Å)
C -1.176 0.572 -1.157  -0.64
C -0.102 -0.419 -1.676  -0.06
O -0.031 -1.604 -0.886  -0.73
H -1.293 1.481 -1.777  0.21
H -0.789 0.981 -0.219  0.20
H -2.136 0.054 -1.193  0.21
H -0.419 -0.698 -2.672  0.17
H 0.822 0.146 -1.633  0.15
H -0.062 -1.284 0.206  0.48
N 1.167 0.005 2.513  -1.07
H 1.492 0.949 2.238  0.36
H 1.992 -0.395 2.975  0.36
H 0.536 0.211 3.283  0.36

Forces on the atoms, in the same order (eV/Å):
0.641 0.064 -0.715
-1.151 0.967 0.922
-0.280 1.620 4.418
0.267 -0.546 -0.182
-0.776 -0.431 0.419
-0.019 0.224 0.814
0.524 -0.326 -0.324
0.583 -0.253 -0.494
0.295 -1.280 -4.743
0.623 0.908 0.277
-0.234 -0.703 -0.051
-0.315 -0.060 -0.288
-0.158 -0.185 -0.052


[3]
The following is a DFT calculation (ωB97M-V with the def2-TZVPD basis set) of 2 unconnected molecules or ions with the total composition C2H9NO in a non-equilibrium geometry.

For the LUMO energy, the calculation gives 1.0 eV. The calculation puts the HOMO energy at -9.309 eV. The orbital gap is 10.28 eV. The value obtained for the energy relative to the best compared isomer or geometry (same formula, charge and spin) is 1.238 eV. The electronic energy comes out at -211.539583 Ha. Its SMILES is NCO.C.

Last column: natural (NBO) charge in e.
Element x y z (Å)
N 0.176 -1.643 0.163  -0.87
C 0.125 -0.519 -0.757  0.10
O 1.388 0.020 -1.182  -0.72
H -0.709 -1.665 0.662  0.37
H 0.983 -1.622 0.754  0.37
H -0.309 -0.836 -1.707  0.13
H -0.584 0.273 -0.431  0.15
H 1.863 -0.643 -1.657  0.47
C -1.457 1.911 1.540  -0.84
H -2.393 2.179 1.311  0.21
H -0.850 2.453 0.910  0.21
H -1.341 0.901 1.305  0.20
H -1.006 1.951 2.469  0.22

Forces on the atoms, in the same order (eV/Å):
-0.338 0.192 -0.812
-0.366 0.262 -1.772
-0.957 0.818 1.915
0.531 -0.203 0.315
0.115 0.233 0.574
-0.444 -0.533 0.064
1.212 -0.001 0.068
0.310 -0.839 -0.505
2.069 -1.314 -0.152
-3.708 1.178 0.273
1.588 1.151 -1.602
0.074 -1.731 -0.734
-0.087 0.787 2.370


[4]
The following is a DFT calculation (ωB97M-V with the def2-TZVPD basis set) of 2 unconnected molecules or ions with the total composition C2H9NO in a non-equilibrium geometry.

For the LUMO energy, the calculation gives 0.6 eV. The calculation puts the HOMO energy at -9.158 eV. The orbital gap is 9.74 eV. The value obtained for the energy relative to the best compared isomer or geometry (same formula, charge and spin) is 1.775 eV. The electronic energy comes out at -211.519839 Ha. Its SMILES is CNC.O.

Last column: natural (NBO) charge in e.
Element x y z (Å)
C 0.748 -0.790 -1.735  -0.42
N -0.314 -0.180 -1.057  -0.61
C -0.058 1.336 -0.902  -0.42
H 0.583 -0.572 -2.942  0.16
H 1.722 -0.369 -1.533  0.16
H 0.914 -1.847 -1.895  0.22
H -0.288 -0.561 -0.003  0.33
H 1.052 1.522 -0.682  0.17
H -0.581 1.690 0.010  0.20
H -0.441 1.912 -1.758  0.20
O -0.624 -0.390 3.189  -0.92
H 0.052 -0.304 3.979  0.46
H 0.042 -0.370 2.538  0.45

Forces on the atoms, in the same order (eV/Å):
1.119 0.632 -5.611
-0.693 0.723 4.613
0.552 -1.279 0.948
0.476 0.011 2.650
0.575 0.238 0.267
-0.880 -0.608 1.253
-0.315 1.056 -2.991
-1.314 -0.072 -0.690
0.036 -0.292 -0.617
0.419 -0.419 0.172
1.616 0.299 3.755
-2.500 -0.264 -1.726
0.910 -0.025 -2.025


[5]
The following is a DFT calculation (ωB97M-V with the def2-TZVPD basis set) of 2 unconnected molecules or ions with the total composition C2H9NO2 in a non-equilibrium geometry.

For the LUMO energy (alpha / beta), the calculation gives 4.1 / 3.9 eV. The calculation puts the HOMO energy (alpha / beta) at 0.918 / -4.935 eV. The orbital gap (alpha / beta) is 3.18 / 8.85 eV. As for the expectation value of S²: 0.750. The value obtained for the energy relative to the best compared isomer or geometry (same formula, charge and spin) is 1.104 eV. The electronic energy comes out at -286.736806 Ha. Its spin multiplicity is 2. Its net charge is -1.

Last column: natural (NBO) charge in e.
Element x y z (Å)
C 1.815 0.607 -0.242  -0.51
N 0.557 -0.262 -0.077  -0.81
C -0.182 -0.811 -1.126  -0.05
O -0.038 -2.193 -1.200  -0.76
H 1.515 1.661 -0.217  0.17
H 2.491 0.452 0.701  0.18
H 2.265 0.245 -1.222  0.18
H 0.055 -0.121 0.869  0.27
H 0.244 -0.438 -2.114  0.13
H -1.240 -0.607 -0.762  0.14
H 0.913 -2.279 -0.923  0.46
H -2.777 1.220 1.359  0.38
H -2.573 0.988 2.771  0.37
O -3.045 1.536 2.183  -1.15

Forces on the atoms, in the same order (eV/Å):
-1.288 -1.986 0.911
2.260 1.508 2.728
-0.604 1.593 0.065
1.601 -1.798 0.302
0.333 -0.027 -0.467
-0.920 0.024 -1.892
-0.113 0.868 1.355
0.793 -0.083 -2.053
-1.314 0.382 0.926
0.559 -0.138 -1.638
-1.313 -0.392 -0.272
0.876 -0.883 -2.649
1.120 -1.167 1.378
-1.990 2.098 1.308


[6]
The following is a DFT calculation (ωB97M-V with the def2-TZVPD basis set) of 2 unconnected molecules or ions with the total composition C2H9NO2 in a non-equilibrium geometry.

For the LUMO energy, the calculation gives 0.7 eV. The calculation puts the HOMO energy at -9.470 eV. The orbital gap is 10.16 eV. The value obtained for the energy relative to the best compared isomer or geometry (same formula, charge and spin) is 1.277 eV. The electronic energy comes out at -286.771442 Ha. Its SMILES is NCO.CO.

Last column: natural (NBO) charge in e.
Element x y z (Å)
N -2.628 -0.648 -0.369  -0.84
C -1.393 -0.796 0.384  0.11
O -1.647 -0.706 1.815  -0.76
H -2.646 -1.476 -0.938  0.35
H -3.391 -0.709 0.222  0.37
H -0.597 -0.088 0.105  0.15
H -1.042 -1.862 0.181  0.13
H -0.898 -0.466 2.389  0.48
C 2.007 1.153 -0.725  -0.24
O 3.278 1.663 -0.401  -0.74
H 1.997 0.388 -1.564  0.16
H 1.307 1.954 -0.934  0.19
H 1.590 0.593 0.192  0.14
H 4.062 1.001 -0.358  0.48

Forces on the atoms, in the same order (eV/Å):
2.228 0.328 -1.033
0.909 -1.568 1.229
-0.403 0.118 -0.542
-0.473 -0.081 -0.441
-1.789 0.067 1.584
-0.471 -0.061 -0.038
0.171 1.284 0.271
-0.196 -0.091 -1.035
-0.287 -2.747 1.084
2.237 -0.630 -0.114
0.120 1.047 0.708
0.268 0.289 -0.174
0.379 0.694 -1.213
-2.693 1.352 -0.285


[7]
The following is a DFT calculation (ωB97M-V with the def2-TZVPD basis set) of 2 unconnected molecules or ions with the total composition C2H9NO2Si in a non-equilibrium geometry.

For the LUMO energy, the calculation gives 0.5 eV. The calculation puts the HOMO energy at -8.914 eV. The orbital gap is 9.46 eV. The value obtained for the energy relative to the best compared isomer or geometry (same formula, charge and spin) is 3.282 eV. The electronic energy comes out at -576.318357 Ha.

Last column: natural (NBO) charge in e.
Element x y z (Å)
C -2.799 -1.523 -0.268  -0.27
C 0.294 1.927 -0.970  -0.24
N 3.203 -0.671 1.109  -1.09
O -1.704 -0.618 -0.307  -0.96
O -0.481 1.551 0.116  -0.96
Si -1.177 0.362 0.926  1.31
H -3.359 -1.331 0.681  0.19
H -2.214 -2.527 -0.111  0.18
H -3.290 -1.563 -1.348  0.20
H -0.169 1.725 -1.980  0.17
H 1.119 1.135 -0.949  0.19
H 0.544 2.998 -0.967  0.19
H 3.662 -1.269 1.787  0.36
H 3.914 -0.047 0.693  0.36
H 2.458 -0.147 1.587  0.36

Forces on the atoms, in the same order (eV/Å):
2.002 -2.208 -0.573
0.908 -2.053 -1.849
0.034 0.399 -0.155
-0.121 0.954 -0.369
-0.207 1.190 0.461
-0.753 -0.653 0.128
-0.474 -0.264 -1.315
-1.795 1.198 -0.394
0.452 0.296 2.742
-0.166 0.213 1.064
-0.156 1.897 -0.309
0.348 -0.603 0.415
-0.054 0.134 -0.048
-0.796 -0.355 0.563
0.778 -0.145 -0.359


[8]
The following is a DFT calculation (ωB97M-V with the def2-TZVPD basis set) of 3 unconnected molecules or ions with the total composition C2H9NO3 in a non-equilibrium geometry.

For the LUMO energy, the calculation gives 0.7 eV. The calculation puts the HOMO energy at -9.719 eV. The orbital gap is 10.46 eV. The value obtained for the energy relative to the best compared isomer or geometry (same formula, charge and spin) is 1.185 eV. The electronic energy comes out at -362.071272 Ha. Its SMILES is CNC=O.O.O.

Last column: natural (NBO) charge in e.
Element x y z (Å)
C -1.432 0.526 -0.088  -0.43
N -1.228 -0.760 -0.757  -0.59
C -0.363 -1.640 -0.188  0.53
O 0.520 -1.283 0.577  -0.65
H -2.003 0.378 0.831  0.18
H -1.964 1.178 -0.777  0.20
H -0.460 0.928 0.128  0.26
H -2.058 -1.234 -1.088  0.38
H -0.471 -2.715 -0.367  0.12
O 1.688 0.321 -1.344  -0.94
H 2.197 -0.179 -0.687  0.48
H 2.303 0.301 -2.090  0.46
O 0.420 2.103 1.722  -0.94
H 0.175 1.262 2.129  0.47
H 1.358 1.962 1.549  0.47

Forces on the atoms, in the same order (eV/Å):
-0.106 -0.475 -0.699
-0.539 -1.211 0.264
0.746 0.840 0.978
-0.019 -0.219 0.081
0.010 0.184 0.043
-0.019 0.105 0.142
0.087 0.287 0.013
-0.024 0.266 -0.226
-0.371 0.013 -0.666
0.919 -0.168 -0.221
-0.556 0.033 0.183
-0.317 0.248 -0.091
0.352 -0.174 0.345
-0.141 0.060 -0.009
-0.023 0.210 -0.137